{"formula": "C18H58BO13PtSSr", "method": "the ωB97M-V functional and the def2-TZVPD basis", "elements": ["Pt", "Sr", "B", "H", "H", "H", "H", "S", "O", "O", "O", "O", "C", "C", "O", "H", "H", "H", "H", "H", "H", "C", "C", "O", "H", "H", "H", "H", "H", "H", "C", "C", "O", "H", "H", "H", "H", "H", "H", "C", "C", "O", "H", "H", "H", "H", "H", "H", "C", "C", "O", "H", "H", "H", "H", "H", "H", "C", "C", "O", "H", "H", "H", "H", "H", "H", "C", "C", "O", "H", "H", "H", "H", "H", "H", "C", "C", "O", "H", "H", "H", "H", "H", "H", "C", "C", "O", "H", "H", "H", "H", "H", "H"], "positions_angstrom": [[-2.16637, 1.13111, -0.63930], [0.37596, -3.39023, -2.83666], [-2.89188, 2.67152, -2.20557], [-1.77343, 2.75498, -1.94926], [-3.17613, 3.53626, -2.91076], [-3.07706, 1.62382, -2.67484], [-3.50686, 2.84700, -1.23309], [-0.15144, -0.73798, -0.39552], [-1.27291, -0.42607, 0.51984], [-0.27614, -2.05806, -0.99666], [-0.35040, 0.25742, -1.47592], [1.12327, -0.55242, 0.28572], [-3.78532, -2.78114, -0.81551], [-3.49661, -1.68040, -1.80729], [-3.78725, -0.39236, -1.25139], [-4.85183, -2.93289, -0.64553], [-3.32067, -2.59128, 0.15588], [-3.36179, -3.74383, -1.12401], [-4.10280, -1.76126, -2.71548], [-2.44969, -1.66074, -2.10511], [-4.74387, -0.33371, -1.13591], [3.05967, 3.59385, -1.03581], [2.68323, 2.13753, -1.18745], [2.96693, 1.47505, 0.03514], [2.85389, 4.23141, -1.89748], [4.15159, 3.67688, -0.97765], [2.66780, 4.00230, -0.10615], [3.22077, 1.69098, -2.03522], [1.61129, 2.09488, -1.41644], [2.33807, 0.72642, 0.08704], [0.59067, -1.17053, -6.02428], [-0.03442, -0.34928, -4.90213], [0.20572, -1.02789, -3.65917], [1.66914, -1.20098, -5.87807], [0.39168, -0.67521, -6.97406], [0.17378, -2.18007, -6.07354], [-1.10871, -0.22370, -5.06297], [0.35852, 0.66889, -4.90553], [-0.06361, -0.40079, -2.93631], [4.51161, -1.58361, -2.07120], [3.27962, -1.31371, -2.93363], [2.81627, -2.51148, -3.60281], [5.32409, -1.91632, -2.71785], [4.27433, -2.37456, -1.35922], [4.76205, -0.66540, -1.54191], [3.58490, -0.56487, -3.67009], [2.46761, -0.88569, -2.34701], [3.32747, -2.55942, -4.41744], [4.61999, -1.40075, 2.04393], [3.84449, -2.70246, 1.93729], [3.01975, -2.71062, 0.76578], [5.26811, -1.35904, 2.92061], [3.96176, -0.53328, 2.10977], [5.23938, -1.35150, 1.14881], [3.16933, -2.93999, 2.76622], [4.54057, -3.52569, 1.76681], [2.34251, -2.02809, 0.82592], [-0.55022, 4.70950, 1.70488], [-0.84454, 4.01621, 0.38889], [-1.05662, 2.62580, 0.62078], [0.35306, 4.28445, 2.14891], [-1.36578, 4.53930, 2.41108], [-0.39904, 5.77724, 1.55070], [0.04370, 4.15112, -0.23990], [-1.66933, 4.47840, -0.14840], [-0.38003, 2.29003, 1.24926], [-3.44201, 0.85007, 3.10813], [-4.24228, 0.59637, 1.84194], [-3.84833, 1.57089, 0.85518], [-2.38138, 0.74408, 2.87379], [-3.63442, 0.12799, 3.90537], [-3.63521, 1.82952, 3.54839], [-5.30870, 0.76236, 2.01862], [-4.07155, -0.40171, 1.44733], [-4.17978, 2.43816, 1.11326], [0.08848, 1.81158, 4.52777], [0.70203, 0.74673, 3.63472], [0.64554, 1.26877, 2.29736], [0.01834, 1.41790, 5.54693], [-0.94756, 2.00345, 4.25591], [0.71312, 2.70226, 4.53577], [0.04199, -0.13066, 3.65859], [1.73162, 0.48228, 3.88324], [0.94821, 0.56683, 1.68166], [-1.19865, -4.09604, 3.70907], [-0.89274, -3.14044, 2.55571], [-1.93183, -2.16102, 2.49772], [-2.22744, -4.44124, 3.59564], [-1.08973, -3.57809, 4.65812], [-0.56480, -4.98060, 3.64985], [-0.89719, -3.63778, 1.57922], [0.06849, -2.66026, 2.76857], [-1.64210, -1.48649, 1.84844]], "atomic_forces_ev_per_a": [[-1.308, 1.924, 0.493], [0.730, 1.479, 0.156], [-0.457, -0.153, -0.126], [2.038, 0.595, 0.024], [-0.146, 0.908, -0.857], [-0.654, -1.087, -1.070], [-1.141, 0.314, 1.082], [0.150, 1.904, 1.024], [0.296, -1.487, 0.866], [0.278, -2.307, -0.588], [1.262, 0.066, -1.336], [0.033, -0.866, -0.271], [0.309, -0.479, 0.402], [-0.525, 0.246, -0.163], [-0.156, -0.864, -0.191], [-0.017, 0.063, -0.110], [0.008, 0.277, -0.055], [-0.163, 0.025, -0.267], [0.127, -0.304, -0.024], [0.053, 0.122, 0.094], [0.111, 0.435, 0.064], [1.333, 0.190, -0.135], [-0.521, 0.617, -0.060], [-0.336, -0.580, -0.339], [-0.636, -0.187, 0.039], [-0.021, -0.145, 0.336], [-0.238, 0.078, -0.134], [0.072, -0.063, 0.051], [-0.015, -0.243, 0.032], [0.636, 0.514, 0.045], [-0.123, 0.681, 0.308], [-0.224, -0.346, -0.824], [-0.396, 0.008, -0.108], [0.039, -0.181, -0.089], [0.013, -0.132, -0.062], [0.018, -0.042, -0.003], [-0.039, -0.202, 0.108], [0.331, -0.132, 0.320], [0.076, -0.201, 0.244], [-0.828, -0.462, -0.351], [1.049, 0.660, 0.516], [-0.481, -0.174, 0.012], [0.176, 0.150, 0.131], [0.152, 0.147, 0.185], [0.169, -0.059, 0.049], [-0.463, -0.074, -0.211], [-0.124, -0.209, -0.027], [-0.107, -0.346, 0.018], [-0.115, -0.236, 0.192], [-0.425, -0.051, -0.376], [-0.050, -0.245, -0.559], [0.019, -0.207, -0.007], [-0.033, 0.018, -0.222], [0.022, 0.370, 0.038], [0.498, 0.142, 0.350], [-0.078, -0.049, 0.323], [0.046, 0.209, 0.117], [-0.211, -0.275, 0.128], [1.104, 0.633, 0.003], [0.034, 0.087, 0.184], [0.035, 0.086, -0.009], [-0.026, 0.191, 0.004], [-0.038, 0.003, 0.051], [-0.131, -0.150, -0.209], [-0.313, -0.475, 0.098], [-0.151, -0.134, 0.060], [0.251, -0.565, 0.285], [-0.128, 0.967, 0.842], [-0.482, -0.518, -0.096], [0.039, 0.219, -0.006], [-0.215, -0.147, -0.214], [0.008, 0.128, -0.274], [-0.020, -0.376, 0.021], [0.078, 0.082, -0.164], [0.182, 0.085, -0.177], [0.402, -0.754, 0.658], [-1.196, 0.437, -0.553], [0.507, -0.438, -0.359], [0.244, 0.121, 0.026], [0.134, 0.279, -0.373], [-0.241, 0.172, -0.038], [0.333, -0.198, 0.197], [-0.066, 0.051, 0.184], [-0.212, 0.603, 0.467], [-0.263, 0.046, -0.920], [-0.631, 0.157, 0.503], [0.328, 0.269, -0.020], [-0.042, 0.041, 0.166], [0.035, -0.113, 0.075], [0.179, 0.096, 0.214], [0.463, -0.311, 0.118], [0.131, -0.010, -0.371], [-0.341, -0.321, 0.441]], "fmax_ev_per_a": 2.40, "e_lumo_ev": [-4.707, -4.708], "e_above_lowest_kj_mol": 0.0, "spin_multiplicity": 3, "homo_lumo_gap_ha": [0.19662, 0.21115], "charge": 1, "homo_ev": [-10.06, -10.45], "energy_ha": -2271.4753}